1.
Entry from OMol25: a structure of composition C33H34N6O2PdSe (the ωB97M-V functional and the def2-TZVPD basis).

Element x y z (Å)
Pd 0.06774 -0.16109 -0.26783
O 2.57678 2.32186 -2.24864
C 1.97765 1.47116 -1.59766
N 0.66933 1.28639 -1.42938
C -0.39096 2.04742 -1.98150
C -0.23620 3.16397 -2.78803
C -1.36609 3.82870 -3.25611
C -2.63316 3.38079 -2.92579
C -2.79935 2.25790 -2.12005
C -1.68052 1.59148 -1.64509
N -1.70562 0.44500 -0.81256
C -2.77189 -0.15842 -0.28860
O -3.96459 0.09060 -0.42886
C -2.36305 -1.32775 0.60246
C -3.33830 -2.07541 1.23515
C -2.95885 -3.14172 2.03413
C -1.60906 -3.42377 2.17760
C -0.69125 -2.62213 1.52228
N -1.05308 -1.59730 0.75255
C 2.78570 0.42935 -0.82860
C 4.16482 0.43688 -0.91629
C 4.89111 -0.50845 -0.20966
C 4.20988 -1.42325 0.57866
C 2.82744 -1.36558 0.61694
N 2.12551 -0.47285 -0.07898
H 0.75822 3.50188 -3.03477
H -1.24721 4.70406 -3.88152
H -3.50571 3.90575 -3.29263
H -3.78018 1.89744 -1.85153
H -4.36878 -1.79232 1.07061
H -3.70301 -3.74357 2.53939
H -1.26233 -4.24869 2.78433
H 0.37000 -2.81188 1.61063
H 4.62019 1.18866 -1.54609
H 5.97181 -0.52822 -0.26509
H 4.72922 -2.17119 1.16125
H 2.26378 -2.05909 1.22651
C 2.26491 4.62430 3.41256
C 2.93757 3.54021 4.24914
C 3.82720 2.60668 3.43204
C 3.06979 1.71602 2.45111
N 2.19637 0.76834 3.13183
C 0.83101 0.79137 3.12286
Se -0.23831 1.88132 2.13604
N 0.41463 -0.26216 3.88285
C -0.97645 -0.56062 4.19919
C -1.61432 0.37821 5.21590
C -0.94291 0.44288 6.58910
C 0.35659 1.25161 6.62975
C 1.51075 -0.98850 4.32707
C 1.61395 -2.14376 5.08461
C 2.89121 -2.63220 5.33093
C 4.02334 -1.98903 4.82965
C 3.91782 -0.82605 4.07743
C 2.64331 -0.33388 3.84557
H 1.71202 5.31612 4.04895
H 1.55681 4.20168 2.69940
H 3.00802 5.20222 2.85767
H 2.18092 2.95058 4.77588
H 3.55508 4.00695 5.02047
H 4.41526 1.97976 4.10746
H 4.54189 3.19689 2.85028
H 3.77064 1.14624 1.83745
H 2.43707 2.30267 1.78610
H -0.99278 -1.58327 4.57709
H -1.54561 -0.53010 3.26848
H -2.64341 0.02649 5.33194
H -1.67229 1.38008 4.78595
H -0.76912 -0.57012 6.96885
H -1.65384 0.90680 7.27610
H 1.20199 0.70802 6.20764
H 0.62118 1.50768 7.65640
H 0.24233 2.18381 6.07132
H 0.74108 -2.64517 5.48025
H 3.00846 -3.52926 5.92373
H 5.00271 -2.39770 5.03918
H 4.79604 -0.32414 3.69490

## Properties
* multiplicity: 1
* lowest unoccupied orbital energy: -0.19 eV
* Kohn-Sham gap: 6.829 eV
* relative energy (zero: lowest compared OMol25 entry of this formula, charge and spin): 0.0 kcal per mole

---

2.
Entry from OMol25: a cluster of 2 separate species, C33H34NO2 in total in a non-equilibrium geometry (the ωB97M-V functional and the def2-TZVPD basis).

Element x y z (Å)
C -2.56741 4.97038 -3.45811
N -2.32956 3.75753 -2.68943
C -3.37408 2.94051 -2.36424
C -3.17631 1.60270 -2.05789
C -4.30775 0.64264 -2.10567
C -5.57158 1.13852 -2.81875
C -5.93812 2.58763 -2.52122
C -4.77340 3.59131 -2.43142
C -0.99484 3.27282 -2.66441
C -0.37428 2.99645 -1.43850
C 0.89375 2.41515 -1.42889
C 1.48701 1.99508 -2.62834
C 0.88655 2.33169 -3.84857
C -0.30134 3.06439 -3.86425
H -1.60912 5.49217 -3.55881
H -2.96479 4.75229 -4.46510
H -3.27345 5.62566 -2.92938
H -2.19170 1.12850 -1.95435
H -3.92282 -0.27136 -2.58439
H -4.56532 0.37480 -1.07047
H -5.43200 0.98327 -3.89092
H -6.41001 0.50950 -2.50674
H -6.65701 2.93055 -3.27455
H -6.47432 2.62240 -1.56679
H -4.93304 4.15991 -1.49497
H -4.90872 4.33053 -3.24699
H -0.90847 3.25892 -0.52081
H 1.40927 2.28889 -0.47157
H 2.43527 1.45512 -2.60549
H 1.34781 2.03849 -4.79380
H -0.76172 3.41530 -4.79279
C 3.06196 -7.94141 -0.10042
O 2.80249 -6.95450 -1.18598
C 2.35892 -5.68034 -0.97917
C 1.52989 -5.08989 -1.98409
C 0.81771 -3.93746 -1.75337
C 0.99113 -3.19390 -0.54081
C 0.16354 -2.06462 -0.23951
C 0.37093 -1.36267 1.00901
C 0.60999 0.02759 1.02330
C 0.93947 0.68949 2.19374
C 0.97127 -0.05229 3.39250
O 0.99580 0.59846 4.62079
C 2.20622 0.75800 5.31003
C 2.63888 2.07124 5.47977
C 3.93872 2.29634 5.92822
C 4.73446 1.23412 6.35869
C 4.22984 -0.06478 6.28379
C 2.96567 -0.32798 5.74481
C 0.77060 -1.44084 3.41365
C 0.37235 -2.05368 2.25123
C 2.01515 -3.67971 0.34139
C 2.60606 -4.91754 0.19728
H 3.12904 -8.92016 -0.57808
H 4.02715 -7.72816 0.37204
H 2.24771 -7.95651 0.63341
H 1.50823 -5.55970 -2.95745
H 0.07899 -3.56595 -2.46989
H -0.64281 -1.74908 -0.88934
H 0.57524 0.56574 0.08412
H 1.19198 1.75927 2.22561
H 1.95504 2.86830 5.19422
H 4.30741 3.31780 5.89646
H 5.75032 1.42220 6.70658
H 4.83245 -0.90773 6.60845
H 2.55950 -1.34246 5.68317
H 0.95917 -2.04263 4.31023
H 0.09804 -3.11181 2.26480
H 2.29422 -3.09999 1.22232
H 3.29877 -5.26447 0.97611

## Properties
* net charge: +1
* multiplicity: 1
* lowest unoccupied orbital energy: -5.43 eV
* Kohn-Sham gap: 3.467 eV
* relative energy (zero: lowest compared OMol25 entry of this formula, charge and spin): 65.3 kcal per mole

---

3.
Entry from OMol25: a structure of composition C33H35CaF3N4O2Si (the ωB97M-V functional and the def2-TZVPD basis).

Element x y z (Å)
Ca 0.47268 -0.28264 -0.79179
C 0.67979 2.66551 -1.93618
C 1.41667 3.36021 -0.82433
C 1.23654 4.72239 -0.61977
C 1.86817 5.38125 0.42461
C 2.68666 4.65669 1.27446
C 2.90139 3.29187 1.09794
C 3.78621 2.55970 2.06627
C 2.26932 2.62949 0.02765
N 2.36560 1.24247 -0.16077
C 3.58061 0.71305 -0.28907
O 4.68032 1.28661 -0.36791
C 3.59133 -0.80715 -0.38046
C 4.76139 -1.47778 -0.71037
C 4.71390 -2.85786 -0.83289
C 3.51324 -3.52801 -0.64762
C 2.38611 -2.78257 -0.32863
N 2.45478 -1.46501 -0.17035
C 1.02563 -3.47029 -0.25270
O 1.02755 -4.71321 -0.17564
N -0.01151 -2.64430 -0.34786
C -1.27106 -3.28209 -0.43679
C -2.11455 -3.33194 0.67749
C -1.65381 -2.75228 1.98317
C -3.37304 -3.91769 0.55728
C -3.80238 -4.44020 -0.65071
C -2.96289 -4.37543 -1.75531
C -1.70116 -3.80111 -1.66671
C -0.79984 -3.71838 -2.86447
H 0.34118 3.38641 -2.68214
H -0.23054 2.18878 -1.55030
H 1.29102 1.91313 -2.43807
H 0.57959 5.26464 -1.29258
H 1.70956 6.44247 0.58165
H 3.17279 5.15184 2.10986
H 3.91265 3.14472 2.97992
H 4.76049 2.35646 1.61766
H 3.36199 1.58981 2.33506
H 5.65638 -0.89622 -0.87560
H 5.60773 -3.41213 -1.09850
H 3.40957 -4.59817 -0.75803
H -0.80974 -3.31430 2.39136
H -2.46571 -2.75503 2.71434
H -1.32283 -1.72318 1.83961
H -4.02196 -3.94684 1.42727
H -4.78705 -4.88730 -0.73756
H -3.29097 -4.77185 -2.71158
H -1.27731 -4.17115 -3.73613
H 0.14386 -4.23626 -2.67804
H -0.55534 -2.68084 -3.10704
C -0.82271 3.17269 2.39157
Si -0.97706 1.30396 2.19497
C -2.24731 0.69174 3.47230
C 0.64467 0.50617 2.69765
N -1.31495 0.82063 0.58326
C -2.50225 1.06343 -0.01675
C -3.60128 1.81363 0.48160
C -4.78676 1.97013 -0.22492
C -4.96730 1.41142 -1.48184
C -3.90647 0.69215 -2.03556
C -2.75111 0.55757 -1.31699
F -1.71405 -0.12601 -1.90139
H -0.54477 3.44679 3.41595
H -1.76852 3.67115 2.15405
H -0.05865 3.56821 1.71530
H -2.19551 1.31279 4.37437
H -2.00349 -0.33480 3.76136
H -3.27877 0.69681 3.11408
H 0.96260 0.86377 3.68323
H 1.44337 0.71778 1.98180
H 0.52862 -0.58131 2.75605
H -3.51291 2.28888 1.45085
H -5.58368 2.55196 0.22823
H -5.89622 1.53225 -2.02469
H -3.95767 0.23523 -3.01664
F 2.44982 0.12183 -3.60239
C 1.32867 -0.70240 -3.24198
F 0.41466 -0.45986 -4.32909
H 1.70605 -1.71287 -3.49406

## Properties
* net charge: -2
* multiplicity: 1
* lowest unoccupied orbital energy: 4.75 eV
* Kohn-Sham gap: 6.713 eV

---

4.
Entry from OMol25: a structure of composition C33H35F5N4P2Pd in a non-equilibrium geometry (the ωB97M-V functional and the def2-TZVPD basis).

Element x y z (Å)
Pd -0.29809 -2.73060 3.76655
C -0.84025 2.54807 3.65919
C -1.12678 1.60660 2.75333
C -0.56273 1.32756 1.38037
C 0.71014 0.48505 1.20398
C 1.96430 0.90844 1.92971
C 2.11855 2.00040 2.67583
C 1.32995 3.26172 2.51648
C 0.30870 3.50749 3.65278
C 1.60462 -2.46930 4.36659
H -1.51153 2.65311 4.52341
H -1.86304 0.84161 3.06865
H -0.46875 2.25336 0.79952
H -1.34692 0.72620 0.89427
H 0.49124 -0.58665 1.39844
H 0.96035 0.51021 0.13376
H 2.72507 0.12751 1.96960
H 2.84275 2.00762 3.50233
H 0.80395 3.26728 1.55379
H 2.04579 4.09181 2.51389
H 0.82580 3.44885 4.62577
H -0.07601 4.53977 3.55592
H 1.62960 -1.54833 4.98094
H 2.32597 -2.40920 3.54920
H 1.80915 -3.33418 5.03258
P 1.74720 -1.12603 -2.25479
P -1.83604 -0.51528 -2.03380
N 3.16211 -0.06240 -2.57268
N 2.34821 -2.37575 -3.43846
N -2.07391 1.23312 -2.37041
N -3.39769 -0.92286 -2.81503
C 0.64640 -0.22552 -3.46216
C -0.76490 -0.84633 -3.52568
C 3.96561 0.45378 -1.55097
C 4.90843 1.32414 -2.09757
C 4.69589 1.34052 -3.51347
C 3.61171 0.50240 -3.77322
C 2.60463 -3.70084 -3.06442
C 2.95297 -4.44190 -4.18617
C 2.94761 -3.54357 -5.30614
C 2.53512 -2.30135 -4.82676
C -2.05510 2.17614 -1.33534
C -1.85027 3.44293 -1.85433
C -1.87921 3.31712 -3.28007
C -1.97621 1.95555 -3.56653
C -4.16919 -0.26645 -3.78898
C -5.15281 -1.13866 -4.25300
C -4.98809 -2.37852 -3.54721
C -3.90867 -2.22609 -2.68843
H 1.07954 -0.17830 -4.48323
H 0.59605 0.81878 -3.10401
H -1.25095 -0.53167 -4.46614
H -0.67788 -1.94750 -3.58537
H 3.79595 0.13944 -0.53836
H 5.64840 1.90209 -1.55656
H 5.25718 1.89461 -4.26304
H 3.14163 0.28997 -4.71993
H 2.51379 -3.98882 -2.03504
H 3.18237 -5.49911 -4.23048
H 3.22861 -3.75702 -6.33177
H 2.34259 -1.40573 -5.39621
H -2.26458 1.85956 -0.32347
H -1.67324 4.34469 -1.27443
H -1.86678 4.12603 -4.00105
H -2.03323 1.46603 -4.52933
H -3.99578 0.76002 -4.06239
H -5.88478 -0.91584 -5.01327
H -5.58757 -3.26505 -3.67135
H -3.46041 -2.90071 -1.98285
F -3.11905 -3.17565 5.57430
C -2.40632 -2.13034 6.05039
C -1.24224 -1.71066 5.38800
C -0.67750 -0.56061 5.93789
F 0.32876 0.10035 5.29270
C -1.11194 0.07645 7.12054
F -0.49961 1.19706 7.56902
C -2.22695 -0.42567 7.78574
F -2.65958 0.15063 8.92542
C -2.90157 -1.50834 7.22469
F -4.05060 -1.93323 7.79831

## Properties
* multiplicity: 3
* lowest unoccupied orbital energy (alpha / beta): -0.33 / -4.81 eV
* Kohn-Sham gap (alpha / beta): 6.012 / 3.154 eV
* relative energy (zero: lowest compared OMol25 entry of this formula, charge and spin): 82.7 kcal per mole

---

Molecular weight for the records above, in order: 732.06, 476.64, 644.83, 751.03 u